Entry 1:
Below is a molecular structure, C12H21FIN3OPSSi2 in a non-equilibrium geometry, with properties calculated with the ωB97M-V functional and the def2-TZVPD basis.

```
43
Properties=species:S:1:pos:R:3:lowdin_charge:R:1
O 0.75998 -3.94065 2.56969 -0.41
P 0.04206 -5.39298 2.25959 0.52
I 0.99408 -6.15824 0.09697 0.31
C -1.73008 -5.07057 1.79672 -0.43
C -2.61111 -6.10449 1.85472 -0.11
C -3.99599 -5.91176 1.46875 0.00
C -4.43822 -4.70650 1.04128 -0.23
F -5.69868 -4.48053 0.64727 0.09
C -3.52461 -3.61098 0.99841 -0.28
N -3.82292 -2.35609 0.57477 -0.20
S -2.44690 -1.54382 0.72336 1.07
N -1.38616 -2.63166 1.28162 -0.19
C -2.13014 -3.74538 1.37790 -0.37
H 0.93224 -3.50981 1.71321 0.02
H -2.31964 -7.11226 2.15962 0.11
H -4.68507 -6.75658 1.52722 0.12
C -0.09288 4.96804 -2.68789 -0.22
Si 1.11031 3.73704 -1.89772 0.20
C 2.63356 4.73089 -1.37337 -0.21
C 1.63024 2.53444 -3.26429 -0.21
N 0.33243 2.97920 -0.60485 -0.25
Si 1.06187 1.81094 0.36731 0.19
C 2.57473 2.45679 1.30210 -0.21
C 1.57008 0.25603 -0.58740 -0.20
C -0.18900 1.25452 1.67632 -0.22
H 0.38071 5.47832 -3.53509 0.00
H -0.98371 4.45309 -3.05467 0.01
H -0.39938 5.72498 -1.96245 0.01
H 2.96905 5.38053 -2.19245 0.01
H 3.47202 4.08162 -1.11415 0.00
H 2.40263 5.36654 -0.51634 0.02
H 0.80326 1.87337 -3.53095 0.02
H 2.48360 1.92361 -2.96243 0.00
H 1.92810 3.08298 -4.16714 0.01
H 3.42911 2.60018 0.63789 0.00
H 2.88301 1.74131 2.07594 0.01
H 2.34864 3.40473 1.79373 0.02
H 0.75007 -0.09523 -1.21776 0.02
H 1.83086 -0.55426 0.10779 0.00
H 2.44455 0.43421 -1.21570 0.00
H -1.07109 0.82607 1.20397 -0.05
H -0.49629 2.09380 2.30304 0.02
H 0.25469 0.48861 2.32547 0.01
```

Computed properties:
**LUMO level**: 0.02812 Ha
**Gap between HOMO and LUMO**: 4.25 eV
**Multiplicity**: 1
**Total charge**: -1
**Highest occupied orbital energy**: -3.5 eV

***

Entry 2:
Below is 3 unconnected molecules or ions with the total composition C12H21FO5, with properties calculated with the ωB97M-V functional and the def2-TZVPD basis.

```
39
Properties=species:S:1:pos:R:3:lowdin_charge:R:1
C 2.65899 2.44723 -2.65854 -0.06
C 1.28704 2.86751 -2.15714 -0.23
O 0.51057 1.68238 -1.96293 -0.03
C -0.81238 1.87253 -1.68921 -0.51
F -0.93798 2.48627 -0.43222 0.05
C -1.53215 0.53921 -1.67527 -0.04
O -2.91634 0.87368 -1.82748 0.05
C -3.03526 2.05136 -2.48879 -0.47
O -4.08833 2.49778 -2.81758 0.14
C -1.66511 2.68991 -2.65308 0.03
H 3.42952 3.12574 -2.29147 0.07
H 2.70538 2.43615 -3.74832 0.07
H 2.88244 1.44202 -2.29911 0.08
H 1.35466 3.41061 -1.21087 0.12
H 0.77966 3.51468 -2.88138 0.12
H -1.19258 -0.02405 -2.55156 0.15
H -1.35536 -0.06964 -0.79184 0.11
H -1.31718 2.58407 -3.68220 0.15
H -1.74116 3.74502 -2.39715 0.14
C -2.43129 0.19170 2.80564 -0.01
C -1.95384 -1.09481 2.18209 -0.49
O -1.24752 -1.09661 1.19935 0.05
C -2.39955 -2.37771 2.83801 -0.02
H -2.04777 1.04068 2.24500 0.08
H -3.52262 0.21747 2.81467 0.09
H -2.09780 0.24977 3.84363 0.09
H -3.48976 -2.43045 2.84711 0.09
H -2.06715 -2.40058 3.87769 0.09
H -1.99445 -3.23148 2.30068 0.08
C 1.57482 -2.83314 1.20482 -0.03
C 3.05474 -2.59897 1.02638 -0.51
O 3.49667 -1.98469 0.08452 0.07
C 3.96079 -3.17468 2.09001 -0.03
H 1.01775 -2.36958 0.39537 0.07
H 1.36965 -3.90548 1.23201 0.09
H 1.24005 -2.41043 2.15415 0.08
H 3.82552 -4.25637 2.15012 0.08
H 3.69964 -2.76174 3.06633 0.08
H 4.99770 -2.94534 1.85850 0.08
```

Computed properties:
**LUMO level**: 0.02420 Ha
**SMILES string**: CCO[C@]1(F)COC(=O)C1.CC(C)=O.CC(C)=O
**Gap between HOMO and LUMO**: 10.17 eV
**Multiplicity**: 1
**Highest occupied orbital energy**: -9.5 eV

***

Entry 3:
Below is a molecular structure, C12H21FeO12 in a non-equilibrium geometry, with properties calculated with the ωB97M-V functional and the def2-TZVPD basis.

```
46
Properties=species:S:1:pos:R:3:lowdin_charge:R:1
Fe -0.80109 -5.09027 15.32454 1.18
C 2.12118 -6.39042 12.86008 0.02
C 1.05086 -5.90811 13.75570 -0.67
O 0.71877 -6.46257 14.81044 -0.02
O 0.21334 -5.02565 13.44248 -0.05
H 3.06766 -6.52677 13.38324 0.09
H 2.43347 -5.61946 12.15568 0.08
H 1.81259 -7.18993 12.18655 0.09
C -3.69723 -2.30751 15.61902 0.04
C -2.75102 -3.48931 15.37909 -0.74
O -1.89894 -3.44140 14.56610 0.02
O -2.64224 -4.49115 16.06945 -0.03
H -4.04995 -1.93821 14.65605 0.08
H -3.24215 -1.46287 16.13630 0.09
H -4.53523 -2.67325 16.21239 0.08
C 1.24575 -3.26960 18.35571 0.03
C 0.65604 -4.05483 17.17502 -0.71
O -0.02057 -5.07117 17.30054 -0.03
O 0.64490 -3.59468 16.05201 0.02
H 1.92604 -3.93292 18.88983 0.08
H 0.47755 -2.94918 19.05948 0.08
H 1.79957 -2.38054 18.05413 0.08
C -4.83827 -7.95733 12.58029 -0.04
O -3.68019 -7.64433 13.26896 0.00
C -2.93670 -6.55406 13.12975 -0.46
O -2.09500 -6.30039 14.00978 0.06
O -3.28154 -5.76739 12.08542 0.00
C -2.32341 -5.03164 11.39223 -0.04
H -5.58834 -7.16838 12.63553 0.11
H -5.14611 -8.96378 12.86384 0.10
H -4.41994 -8.01600 11.57547 0.10
H -1.50684 -5.73004 11.20902 0.10
H -1.93168 -4.29238 12.09089 0.09
H -2.60692 -4.65128 10.41087 0.10
C -3.07246 -6.21812 18.86013 0.03
O -2.75547 -7.62638 18.41588 0.01
C -2.09625 -7.80987 17.24797 -0.54
O -1.71798 -7.00601 16.36047 0.03
O -1.96150 -9.09053 17.19275 0.04
C -1.90981 -9.60684 15.84474 -0.01
H -4.02514 -5.99884 18.37805 0.09
H -2.29049 -5.50751 18.59242 0.07
H -3.12233 -6.18739 19.94855 0.09
H -2.73597 -9.34245 15.18471 0.09
H -1.79912 -10.68961 15.78579 0.09
H -1.05628 -9.20508 15.29868 0.09
```

Computed properties:
**LUMO level (spin up / spin down)**: 0.01832 / -0.01276 Ha
**Gap between HOMO and LUMO (spin up / spin down)**: 9.81 / 9.02 eV
**Multiplicity**: 6
**Relative energy (zero: lowest compared OMol25 entry of this formula, charge and spin)**: 2.9500 eV
**<S²>**: 8.756
**Highest occupied orbital energy (spin up / spin down)**: -9.3 / -9.4 eV

***

Entry 4:
Below is a molecular structure, C12H21I2N2OSc in a non-equilibrium geometry, with properties calculated with the ωB97M-V functional and the def2-TZVPD basis.

```
39
Properties=species:S:1:pos:R:3:lowdin_charge:R:1
C 2.07207 2.89840 -1.24500 -0.26
I 3.19735 0.74486 0.29806 0.64
H 1.31353 3.69814 -1.35086 0.06
H 2.31580 2.47140 -2.22974 0.05
H 2.98404 3.35789 -0.82935 0.02
C -0.23229 -1.96523 -3.66426 -0.17
C -0.48754 -0.63737 -1.82685 -0.13
N -0.16907 -1.88709 -2.28758 -0.14
H -0.68154 -0.36832 -5.10967 0.05
I -3.95928 0.25361 0.01210 -0.19
N -0.67312 0.07282 -2.99453 -0.12
H -0.07702 -2.88160 -4.19946 0.07
Sc -1.27918 0.19600 0.05731 0.14
C 1.51181 1.76894 -0.40741 -1.00
O 0.27496 1.60338 -0.27866 -0.31
C -0.53391 -0.72806 -4.10598 -0.20
C -0.97992 1.49025 -3.12276 -0.08
H -1.46369 1.65215 -4.09846 0.05
H -0.06969 2.11461 -3.08445 0.08
H -1.67063 1.82760 -2.33545 0.07
C 0.17723 -2.99892 -1.42924 -0.06
H 0.48258 -3.84684 -2.04975 0.07
H -0.67645 -3.31442 -0.81181 0.09
H 1.00717 -2.75354 -0.74898 0.09
C 0.86078 -2.53040 2.68523 -0.11
C -0.12294 -1.42871 3.04692 -0.75
C -1.43711 -2.01152 3.53630 -0.13
C 0.50131 -0.67146 4.21502 -0.12
C -0.46705 -0.52053 1.85436 -0.24
H 0.98880 -3.23779 3.51542 0.06
H 1.85123 -2.12482 2.46218 0.06
H 0.53788 -3.10029 1.81270 0.06
H -1.30918 -2.70237 4.37680 0.06
H -2.10244 -1.21183 3.87137 0.07
H -1.95673 -2.54684 2.73971 0.07
H 1.48623 -0.26134 3.97842 0.07
H -0.12428 0.15979 4.54782 0.07
H 0.64195 -1.32531 5.08666 0.06
H -0.31865 0.51805 2.26104 -0.03
```

Computed properties:
**LUMO level (spin up / spin down)**: 0.16612 / 0.15723 Ha
**Gap between HOMO and LUMO (spin up / spin down)**: 4.12 / 1.51 eV
**Multiplicity**: 1
**Relative energy (zero: lowest compared OMol25 entry of this formula, charge and spin)**: 0.0000 eV
**Total charge**: -2
**Highest occupied orbital energy (spin up / spin down)**: 0.4 / 2.8 eV

***

Number 1: DFT total energy -2425.6160 Eh. Number 2: DFT total energy -945.9148 Eh. Number 3: DFT total energy -2636.4583 Eh. Number 4: DFT total energy -2010.5788 Eh.